Molecular formula: C38H46ClF5OP4SW
Method: DFT, the ωB97M-V functional and the def2-TZVPD basis

The HOMO energy (spin up / spin down) is -11.74 / -11.76 eV. Its maximum force is 0.075 hartree/bohr. As for the charge: +2. Its spin multiplicity is 3. For the calculated total energy, the calculation gives -4340.4126 hartree. For the HOMO-LUMO gap (spin up / spin down), the calculation gives 6.729 / 4.267 eV.

Last column: Löwdin charge in e.
Cartesian coordinates (Å):
P: -2.649 -3.324 -1.553  1.24
C: -3.934 -3.259 -0.348  -0.36
C: -5.277 -3.122 -0.792  -0.08
H: -5.473 -2.790 -1.809  0.11
C: -6.329 -3.479 0.046  -0.05
H: -7.346 -3.507 -0.348  0.12
C: -6.061 -3.865 1.364  -0.03
H: -6.862 -4.243 1.998  0.12
C: -4.754 -3.801 1.867  -0.05
H: -4.574 -4.021 2.920  0.12
C: -3.684 -3.480 1.035  -0.06
H: -2.665 -3.399 1.411  0.11
C: -2.495 -1.974 -2.695  -0.35
C: -3.186 -0.753 -2.477  -0.09
H: -3.691 -0.590 -1.523  0.11
C: -3.233 0.203 -3.483  -0.06
H: -3.809 1.119 -3.334  0.12
C: -2.594 -0.017 -4.708  -0.05
H: -2.746 0.676 -5.533  0.12
C: -1.825 -1.166 -4.899  -0.06
H: -1.340 -1.361 -5.861  0.12
C: -1.739 -2.117 -3.889  -0.08
H: -1.141 -3.014 -4.026  0.12
C: -1.374 -4.525 -1.415  -0.36
C: -1.710 -5.865 -1.729  -0.07
H: -2.753 -6.125 -1.899  0.12
C: -0.719 -6.828 -1.875  -0.04
H: -0.990 -7.827 -2.206  0.12
C: 0.620 -6.481 -1.635  -0.03
H: 1.410 -7.214 -1.786  0.12
C: 0.951 -5.189 -1.219  -0.05
H: 1.992 -4.940 -0.994  0.12
C: -0.025 -4.204 -1.093  -0.08
H: 0.211 -3.210 -0.720  0.09
W: 0.616 1.564 1.423  0.81
C: 1.576 2.110 -0.433  -0.24
C: 1.436 1.400 -1.602  -0.36
H: 2.241 2.993 -0.407  0.02
C: 0.591 0.137 -1.482  -0.37
O: 1.337 -1.025 -1.962  -0.05
H: 0.754 -1.799 -2.057  0.06
C: 0.284 0.096 -0.036  -0.25
H: -0.376 0.216 -2.016  0.13
C: 0.198 -0.298 1.238  -0.41
Cl: -0.117 1.184 3.661  0.08
P: 2.769 -0.866 2.145  0.79
P: -1.439 2.919 1.297  0.69
C: 3.234 -0.993 3.895  -0.26
H: 2.317 -1.172 4.473  0.05
H: 3.682 -0.052 4.237  0.04
H: 3.932 -1.838 3.998  0.05
C: 2.729 -2.599 1.609  -0.27
H: 3.065 -2.670 0.565  0.04
H: 1.693 -2.954 1.672  0.03
H: 3.379 -3.193 2.269  0.05
C: 4.279 -0.271 1.307  -0.28
H: 4.579 0.707 1.705  0.01
H: 4.052 -0.159 0.239  0.03
H: 5.068 -1.023 1.460  0.05
C: -1.640 3.944 2.787  -0.26
H: -0.771 4.605 2.905  0.05
H: -1.692 3.292 3.668  0.01
H: -2.563 4.535 2.703  0.06
C: -1.195 4.045 -0.096  -0.25
H: -1.055 3.455 -1.012  0.04
H: -0.290 4.642 0.076  0.06
H: -2.081 4.689 -0.185  0.06
C: -3.055 2.140 1.026  -0.23
H: -3.239 1.383 1.803  0.06
H: -3.069 1.655 0.038  0.03
H: -3.835 2.920 1.071  0.07
P: 2.236 1.850 -3.165  0.87
C: 2.994 3.443 -2.894  -0.18
C: 1.018 1.965 -4.484  -0.17
H: 3.734 3.373 -2.087  0.08
H: 2.230 4.188 -2.635  0.08
H: 3.485 3.721 -3.836  0.08
H: 0.491 1.008 -4.628  0.05
H: 1.576 2.221 -5.398  0.07
H: 0.287 2.758 -4.265  0.07
C: 3.477 0.651 -3.658  -0.16
H: 4.341 0.714 -2.982  0.08
H: 3.781 0.920 -4.682  0.07
H: 3.051 -0.363 -3.624  0.06
H: -0.263 -1.154 1.689  0.05
F: 2.937 6.286 6.946  0.13
C: 2.633 5.460 5.926  -0.11
C: 2.451 4.095 6.159  -0.12
F: 2.436 3.625 7.427  0.12
C: 2.357 3.226 5.075  -0.23
F: 2.281 1.899 5.345  0.03
C: 2.406 3.670 3.745  -0.46
S: 2.550 2.543 2.359  0.59
C: 2.396 5.064 3.563  -0.23
F: 2.236 5.583 2.319  0.06
C: 2.564 5.952 4.622  -0.12
F: 2.719 7.275 4.385  0.12